Record 1
17
Properties=species:S:1:pos:R:3:forces:R:3:lowdin_charge:R:1 method="wB97M-V/def2-TZVPD" homo_ev="-9.47 / -9.47" orbital_gap_ev="8.9 / 8.9" lumo_energy_ev="-0.54 / -0.54"
C 0.335 -2.061 0.562 0.0 0.0 0.0 -0.0898
C -0.236 -1.052 -0.425 0.0 0.0 -0.1 -0.1796
C -0.293 0.345 0.200 0.1 0.1 -0.2 -0.7924
C -0.538 1.458 -0.740 -0.5 0.0 -0.1 0.0881
O -0.942 0.475 1.328 -0.3 0.1 -0.1 -0.1090
C 1.100 0.991 0.154 0.9 0.1 0.2 -0.0905
C 2.237 1.392 0.194 -0.3 -0.1 -0.1 0.1931
H 0.245 -3.082 0.178 0.0 0.1 0.1 0.0724
H -0.207 -1.989 1.510 0.1 0.0 -0.1 0.0775
H 1.394 -1.860 0.760 -0.2 0.0 0.0 0.0758
H -1.277 -1.300 -0.671 0.1 0.0 0.0 0.1218
H 0.339 -1.040 -1.360 -0.1 0.0 0.1 0.1190
H -0.658 2.452 -0.321 0.1 -0.2 0.0 0.1036
H -0.323 1.391 -1.808 0.0 -0.1 0.2 0.1123
H -2.276 1.210 -0.301 0.0 0.1 -0.2 0.1206
H -2.139 0.916 0.499 0.2 0.0 0.2 0.1329
H 3.238 1.756 0.239 0.0 0.0 0.0 0.0442

=====

Record 2
67
Properties=species:S:1:pos:R:3:forces:R:3:lowdin_charge:R:1 method="wB97M-V/def2-TZVPD" homo_ev=-8.71 orbital_gap_ev=8.1 lumo_energy_ev=-0.64 smiles="COc1ccc(C(=O)/C=C/C(=O)N(CC(=O)NC2CCCCC2)Cc2ccccc2OC)c(O)c1"
C -6.634 -2.811 -1.341 0.1 -0.3 -0.1 -0.0795
O -6.770 -1.466 -0.945 0.1 0.4 0.1 -0.0649
C -5.682 -0.797 -0.503 0.1 0.4 0.1 -0.2640
C -4.392 -1.337 -0.418 -0.1 -0.4 -0.2 -0.0183
C -3.362 -0.569 0.069 -0.1 0.2 0.1 -0.0209
C -3.550 0.756 0.480 -0.2 0.2 0.0 -0.0958
C -2.474 1.582 1.022 -0.1 0.2 -0.1 -0.3253
O -2.614 2.796 1.202 0.0 -0.1 0.0 0.0638
C -1.197 0.932 1.366 0.7 0.2 0.2 0.0131
C -0.070 1.638 1.485 -0.8 -0.1 0.0 0.0417
C 1.185 0.957 1.866 0.2 -0.2 0.2 -0.4255
O 1.141 -0.064 2.555 -0.2 0.0 0.1 0.0318
N 2.364 1.485 1.471 0.0 0.1 0.3 -0.0168
C 3.589 0.862 1.943 0.2 -0.3 0.1 -0.0291
C 4.034 -0.348 1.096 -0.1 0.4 0.4 -0.4651
O 5.083 -0.370 0.486 0.4 0.0 -0.1 0.0610
N 3.148 -1.348 1.147 -0.5 -0.5 0.1 0.1236
C 3.257 -2.570 0.382 0.4 -0.2 -0.3 -0.2962
C 2.673 -3.735 1.183 0.0 0.2 0.1 -0.1412
C 1.160 -3.601 1.354 0.0 -0.3 -0.2 -0.1913
C 0.473 -3.473 -0.002 -0.1 0.3 0.1 -0.1971
C 1.032 -2.281 -0.773 0.1 -0.3 -0.2 -0.1983
C 2.538 -2.431 -0.966 0.0 0.2 0.2 -0.1272
C 2.523 2.482 0.427 -0.1 0.1 -0.4 -0.0763
C 2.882 1.844 -0.894 -0.1 0.1 0.0 -0.1259
C 4.197 1.767 -1.318 -0.2 0.1 -0.1 -0.0410
C 4.526 1.157 -2.516 0.1 -0.1 -0.1 -0.0758
C 3.525 0.621 -3.302 0.1 0.1 0.0 -0.0808
C 2.200 0.699 -2.906 -0.4 0.0 0.1 -0.0316
C 1.868 1.308 -1.702 0.1 0.0 -0.1 -0.2206
O 0.591 1.440 -1.232 0.6 0.1 0.0 -0.1027
C -0.477 1.082 -2.074 -0.2 -0.1 -0.1 -0.0589
C -4.851 1.312 0.348 0.1 -0.3 -0.1 -0.2480
O -5.120 2.577 0.668 0.1 0.2 0.1 0.0915
C -5.892 0.522 -0.123 -0.1 0.0 0.0 0.0762
H -6.284 -3.439 -0.516 0.0 0.0 0.0 0.0973
H -5.955 -2.913 -2.193 0.0 0.0 0.1 0.0965
H -7.632 -3.131 -1.637 0.1 0.0 0.0 0.0947
H -4.194 -2.350 -0.728 0.0 -0.1 0.0 0.1010
H -2.377 -1.005 0.108 0.1 -0.1 0.0 0.1020
H -1.177 -0.133 1.534 0.1 -0.1 0.0 0.1149
H -0.091 2.707 1.344 0.0 0.1 -0.1 0.1237
H 3.418 0.519 2.968 0.1 0.1 -0.1 0.1375
H 4.389 1.604 1.934 -0.1 -0.1 0.0 0.1321
H 2.320 -1.217 1.721 0.2 0.2 0.0 0.0923
H 4.326 -2.731 0.198 -0.2 0.0 0.0 0.1476
H 3.155 -3.781 2.161 0.1 -0.1 0.0 0.1171
H 2.895 -4.664 0.653 0.0 0.0 0.0 0.1183
H 0.778 -4.477 1.882 0.0 0.1 0.1 0.1108
H 0.926 -2.725 1.963 -0.1 0.0 0.1 0.1003
H -0.605 -3.360 0.138 0.0 -0.1 0.0 0.1001
H 0.640 -4.385 -0.581 0.0 -0.1 0.0 0.1146
H 0.824 -1.358 -0.226 -0.1 0.1 0.0 0.0995
H 0.545 -2.210 -1.750 0.0 0.1 0.0 0.1052
H 2.743 -3.320 -1.566 0.0 -0.1 -0.1 0.1217
H 2.941 -1.565 -1.494 0.1 -0.1 0.0 0.0995
H 1.595 3.039 0.310 0.1 0.0 0.1 0.1196
H 3.319 3.168 0.731 -0.1 0.0 0.0 0.1340
H 4.978 2.183 -0.700 0.1 0.0 0.1 0.1180
H 5.557 1.096 -2.825 0.1 0.0 0.0 0.1062
H 3.767 0.136 -4.236 0.0 0.0 -0.1 0.1065
H 1.435 0.277 -3.538 -0.1 0.0 0.0 0.1065
H -0.501 0.005 -2.261 0.0 0.0 0.0 0.0869
H -0.432 1.618 -3.027 0.0 0.0 0.0 0.1040
H -1.383 1.372 -1.543 0.0 0.0 -0.1 0.0867
H -4.271 3.004 0.951 -0.2 -0.2 -0.1 0.0862
H -6.878 0.949 -0.203 -0.1 0.1 0.0 0.1339

=====

Record 3
101
Properties=species:S:1:pos:R:3:forces:R:3:lowdin_charge:R:1 method="wB97M-V/def2-TZVPD" homo_ev=-5.81 total_charge=-1 orbital_gap_ev=7.6 lumo_energy_ev=1.76
Cl 0.463 0.230 0.771 -2.8 -0.5 7.9 0.5094
O 0.972 -0.735 1.756 -0.8 -0.1 -0.7 -0.4090
O 1.355 1.266 0.788 3.3 4.5 -0.3 -0.3548
O 0.316 -0.290 -0.445 0.3 -4.2 -8.2 -0.3347
O -0.878 0.685 1.112 0.1 0.3 1.2 -0.4108
C 7.725 -4.325 -0.530 -0.7 0.5 0.9 -0.0927
C 7.411 -2.822 -0.191 -0.2 -0.3 -2.0 -0.2509
C 7.110 -2.468 1.270 0.5 -0.1 -0.8 -0.1895
C 8.313 -2.695 2.017 5.1 -1.7 4.4 -0.2457
N 9.293 -2.898 2.682 -4.5 1.0 -3.3 0.1263
H 8.588 -4.617 0.068 0.0 -0.3 -0.2 0.0631
H 7.870 -4.594 -1.577 0.5 0.8 -0.1 0.0641
H 6.880 -4.977 -0.310 -0.1 0.1 0.7 0.0656
H 6.592 -2.449 -0.806 -0.4 -0.3 0.1 0.1002
H 8.228 -2.232 -0.604 0.4 0.1 0.5 0.1024
H 6.264 -3.054 1.630 0.1 0.1 0.3 0.1308
H 6.962 -1.400 1.427 -0.7 0.0 -0.4 0.1259
C -4.479 7.873 5.328 -0.3 -0.6 0.0 -0.1133
C -3.583 7.059 4.397 -1.4 -0.1 0.4 -0.2678
C -2.730 6.073 5.149 1.2 -0.9 0.4 -0.2033
C -3.412 4.931 5.836 0.6 1.7 -0.9 -0.2202
N -3.842 4.057 6.428 -0.5 -0.8 0.5 0.1337
H -3.856 8.504 5.962 -0.2 0.3 -0.1 0.0743
H -5.063 7.222 5.979 0.1 -0.2 0.2 0.0685
H -5.238 8.415 4.764 0.3 0.4 0.0 0.0704
H -3.044 7.780 3.783 0.4 -0.5 -0.1 0.1116
H -4.194 6.408 3.772 -0.2 0.4 -0.5 0.1122
H -2.092 6.516 5.913 -0.1 0.3 0.1 0.1153
H -2.017 5.619 4.461 0.0 -0.2 -0.1 0.1187
C 4.967 0.701 -7.196 1.0 -0.6 0.5 -0.0919
C 5.191 -0.468 -6.185 -1.6 0.0 -0.5 -0.2359
C 5.406 -1.852 -6.839 0.6 0.4 0.2 -0.2035
C 6.658 -1.913 -7.570 3.0 -0.9 -2.2 -0.2442
N 7.609 -2.048 -8.247 -2.5 0.6 1.9 0.1276
H 3.952 0.762 -7.587 0.1 0.0 0.1 0.0720
H 5.671 0.592 -8.021 -0.1 -0.2 -0.3 0.0604
H 5.278 1.646 -6.752 -0.4 0.0 0.2 0.0669
H 4.273 -0.666 -5.631 -0.2 0.5 0.2 0.1000
H 5.922 -0.215 -5.418 0.3 -0.2 -0.4 0.1084
H 4.653 -2.146 -7.571 -0.4 0.4 0.1 0.1231
H 5.393 -2.636 -6.082 0.2 0.0 0.1 0.1171
N 0.989 -6.761 -1.137 1.2 -0.7 -1.2 -0.0121
C 0.481 -7.662 -0.245 1.1 -1.1 -1.8 -0.1142
C 1.002 -8.924 -0.658 -0.7 1.2 2.2 -0.1218
C 1.939 -8.713 -1.675 -0.4 0.2 -1.5 -0.1527
C 1.867 -7.405 -2.077 -1.5 1.7 2.2 -0.1083
H 0.844 -5.764 -1.064 0.0 -0.2 -0.2 0.1418
H -0.174 -7.256 0.512 0.0 -0.6 0.1 0.1055
H 0.802 -9.870 -0.177 0.0 0.1 0.0 0.0789
H 2.486 -9.464 -2.226 0.0 -0.1 0.2 0.0885
H 2.247 -6.793 -2.882 0.3 -0.4 0.1 0.0944
N -4.330 0.165 -8.327 -1.2 -0.9 -2.5 -0.0248
C -4.583 0.524 -7.085 0.5 1.3 2.0 -0.1525
C -3.444 0.203 -6.359 -1.4 0.0 1.4 -0.1070
C -2.617 -0.567 -7.178 1.0 -0.2 0.0 -0.1146
C -3.194 -0.558 -8.409 0.6 0.1 -1.4 -0.1600
H -4.969 0.213 -9.107 0.0 0.2 0.3 0.1525
H -5.482 1.063 -6.825 0.2 0.0 0.1 0.1100
H -3.322 0.435 -5.311 0.1 -0.2 0.0 0.0935
H -1.694 -1.063 -6.916 0.0 0.2 0.0 0.0959
H -2.862 -0.784 -9.411 0.2 -0.5 0.3 0.1069
N -6.471 3.449 -1.476 -1.4 0.2 0.3 0.0166
C -7.589 3.109 -0.705 0.0 0.1 0.2 -0.1259
C -8.677 3.927 -1.039 2.5 -1.1 -0.1 -0.0962
C -8.158 4.742 -2.081 -1.7 0.8 -0.2 -0.1504
C -6.859 4.452 -2.313 0.6 0.0 -0.6 -0.1711
H -5.550 3.044 -1.564 -0.4 -0.3 0.6 0.1503
H -7.535 2.336 0.047 0.1 0.1 -0.1 0.0971
H -9.659 3.905 -0.590 0.2 0.0 -0.1 0.0861
H -8.788 5.429 -2.626 0.3 0.2 -0.1 0.0861
H -6.184 4.820 -3.071 -0.1 0.1 0.1 0.1074
N -4.545 -3.682 4.442 -0.9 0.5 -1.1 -0.0071
C -4.123 -4.513 5.437 -1.0 -0.8 -0.2 -0.1275
C -4.772 -5.747 5.237 1.7 1.5 1.4 -0.1291
C -5.585 -5.590 4.140 -0.9 0.0 -2.4 -0.1569
C -5.447 -4.313 3.583 0.7 -1.1 2.2 -0.1014
H -4.368 -2.694 4.329 0.4 -0.2 0.4 0.1486
H -3.526 -4.162 6.266 0.1 0.0 -0.3 0.1021
H -4.573 -6.627 5.831 -0.3 0.0 -0.1 0.0867
H -6.137 -6.396 3.680 -0.2 0.1 0.0 0.0850
H -5.946 -3.847 2.746 0.3 0.1 0.2 0.0997
N 1.825 -2.432 10.449 0.9 -0.9 -1.0 0.0106
C 2.392 -2.150 9.212 -1.1 1.0 -0.1 -0.1383
C 3.723 -2.434 9.240 -0.4 0.3 -1.4 -0.1362
C 3.971 -3.050 10.439 -0.2 -1.4 2.6 -0.1379
C 2.786 -3.102 11.176 0.6 0.8 -0.1 -0.1357
H 0.885 -2.221 10.754 0.3 -0.2 -0.3 0.1432
H 1.820 -1.817 8.359 -0.2 0.3 0.3 0.1079
H 4.427 -2.238 8.444 -0.2 -0.2 0.0 0.1009
H 4.896 -3.506 10.759 0.0 0.1 0.0 0.0892
H 2.586 -3.470 12.172 0.1 0.1 -0.1 0.0962
N 1.034 6.978 -2.691 1.0 2.9 -1.5 0.0335
C -0.274 7.101 -2.886 -4.1 -0.5 0.9 -0.1893
C -0.688 8.299 -3.481 1.4 -1.3 -0.2 -0.1084
C 0.516 8.922 -3.818 1.7 -0.8 0.8 -0.1352
C 1.559 8.151 -3.266 0.1 0.5 -0.8 -0.1289
H 1.543 6.227 -2.247 -0.3 0.2 -0.1 0.1581
H -0.950 6.371 -2.464 0.1 -0.2 -0.1 0.1062
H -1.625 8.729 -3.802 -0.3 -0.7 0.4 0.0889
H 0.574 9.778 -4.473 0.5 0.2 0.4 0.0863
H 2.615 8.368 -3.326 0.0 -0.3 0.1 0.0887

=====

Record 4
21
Properties=species:S:1:pos:R:3:forces:R:3:lowdin_charge:R:1 method="wB97M-V/def2-TZVPD" homo_ev="-6.96 / -6.96" orbital_gap_ev="6.6 / 6.6" lumo_energy_ev="-0.40 / -0.40"
C -0.667 1.068 0.073 2.0 1.0 -0.8 -0.7672
C 0.481 1.183 -0.614 0.4 -0.4 1.3 -0.4031
C -1.737 2.040 -0.353 -1.0 -0.5 0.6 -0.2482
C 0.463 -2.462 1.010 1.7 -2.5 0.4 -0.2892
C -1.077 3.241 -1.112 -0.5 -4.5 -1.1 -0.4431
C 0.657 -2.808 -0.502 -2.1 1.1 1.6 -0.4462
C 1.838 -0.563 0.241 -2.7 2.8 -1.9 -0.3580
C 0.775 -1.036 1.169 -0.4 2.1 4.0 -0.6245
S 0.583 2.694 -1.616 0.4 -1.5 -0.4 0.8125
S -0.830 -0.001 1.419 0.3 -0.7 -0.5 0.9429
S 1.824 -1.635 -1.127 1.4 0.3 -0.6 0.9262
H -2.415 1.301 -0.932 0.4 2.0 0.4 0.1396
H -2.273 2.512 0.515 0.1 -0.9 -0.7 0.1144
H -0.501 -2.753 1.371 -0.8 0.2 -0.1 0.0845
H 1.139 -3.025 1.802 -0.7 0.6 -2.2 0.1557
H -1.744 3.490 -1.890 -0.3 0.6 -1.2 0.0600
H -0.862 4.014 -0.522 0.1 3.1 2.6 0.0105
H 1.071 -3.740 -0.628 0.9 -2.2 -0.3 0.0325
H -0.354 -2.820 -0.977 0.9 0.5 0.0 0.1028
H 2.583 0.248 0.408 -0.5 -1.4 0.1 0.0948
H 1.046 -0.948 2.265 0.5 0.2 -1.3 0.1031

=====

Record 5
10
Properties=species:S:1:pos:R:3:forces:R:3:lowdin_charge:R:1 method="wB97M-V/def2-TZVPD" homo_ev="-7.43 / -7.43" orbital_gap_ev="6.8 / 6.8" lumo_energy_ev="-0.68 / -0.68"
C -0.933 0.127 -0.376 3.2 -5.8 -3.1 -0.3257
C 1.454 1.007 1.172 0.9 0.3 -0.3 -0.1411
N -0.724 0.805 0.692 -0.1 3.7 3.1 -0.0177
N 0.367 0.537 1.599 -0.7 -1.4 -0.2 0.0629
N -0.398 -1.074 -0.715 -0.5 1.9 1.3 -0.0663
O 2.384 1.529 0.703 -1.7 -0.9 0.8 0.2599
O -0.598 -1.364 -2.086 -0.1 -0.8 -1.0 -0.1650
H -1.388 0.732 -1.088 -1.6 0.6 -1.5 0.0922
H 0.093 -0.018 2.432 1.3 0.5 -0.6 0.1926
H -0.257 -2.282 -2.332 -0.5 1.9 1.4 0.1084

=====

Record 6
29
Properties=species:S:1:pos:R:3:forces:R:3:lowdin_charge:R:1 method="wB97M-V/def2-TZVPD" homo_ev=-20.66 total_charge=+3 orbital_gap_ev=6.1 lumo_energy_ev=-14.57
Ta 0.026 -0.905 -0.097 -0.1 0.3 0.7 1.9028
O 1.208 3.050 0.067 0.1 -0.3 -0.1 0.2720
C 1.195 1.873 0.028 0.1 0.2 0.0 -0.3560
N -0.018 1.047 0.001 -0.1 -0.4 0.0 -0.0730
C -1.298 1.795 0.123 0.0 0.3 0.1 -0.3377
O -1.375 2.963 0.231 0.0 -0.3 0.0 0.2776
C -2.435 0.843 0.056 -0.2 0.2 -0.1 -0.1604
C -3.739 1.266 0.099 0.1 -0.1 0.0 0.0984
C -4.746 0.306 -0.039 0.1 0.0 0.0 0.0942
C -4.388 -1.027 -0.231 0.0 0.0 0.0 0.0457
C -3.058 -1.378 -0.251 -0.1 -0.3 0.1 -0.0589
N -2.069 -0.457 -0.086 0.2 0.1 -0.6 -0.0899
C 2.391 0.984 0.024 0.1 0.2 0.0 -0.1604
C 3.654 1.517 0.058 -0.1 -0.1 0.0 0.0961
C 4.747 0.646 0.045 -0.1 0.0 0.0 0.0969
C 4.502 -0.723 0.004 0.0 0.0 0.0 0.0411
C 3.207 -1.187 -0.030 0.1 -0.2 0.1 -0.0884
N 2.120 -0.357 -0.029 -0.2 0.2 0.1 -0.0951
H -3.952 2.320 0.222 0.0 0.0 0.0 0.1623
H -5.789 0.599 -0.012 0.0 0.0 0.0 0.1572
H -5.135 -1.798 -0.362 0.0 0.0 0.0 0.1505
H -2.768 -2.414 -0.398 -0.1 0.2 0.1 0.1229
H 3.767 2.594 0.094 0.0 0.0 0.0 0.1623
H 5.760 1.029 0.073 0.0 0.0 0.0 0.1583
H 5.312 -1.440 0.005 0.0 0.0 0.0 0.1512
H 3.027 -2.252 -0.023 0.0 0.0 0.0 0.0739
Se 0.791 -3.258 -1.103 -0.1 -0.5 -1.1 0.9924
C -0.233 -3.181 0.358 0.2 0.4 0.8 -0.6573
N -0.704 -2.454 1.172 0.1 -0.2 -0.1 0.0215

=====

Record 7
17
Properties=species:S:1:pos:R:3:forces:R:3:lowdin_charge:R:1 method="wB97M-V/def2-TZVPD" homo_ev=-8.44 orbital_gap_ev=9.1 lumo_energy_ev=0.65
C -1.933 -1.520 0.367 0.0 0.0 0.0 -0.0658
C -0.594 -0.870 0.112 0.0 0.2 0.0 -0.3516
C -0.226 0.291 0.684 0.0 -0.2 -0.1 -0.0796
C 1.016 1.106 0.378 0.0 -0.1 0.0 -0.2557
C 0.862 1.904 -0.923 0.1 0.0 0.0 -0.1020
C 0.210 -1.521 -0.949 0.2 0.1 0.4 -0.0429
O 1.376 -1.919 -0.497 -0.2 0.0 0.0 0.0188
H -1.814 -2.539 0.759 0.0 0.2 -0.1 0.0809
H -2.496 -1.601 -0.569 0.1 0.0 0.1 0.0816
H -2.516 -0.939 1.088 0.1 -0.1 -0.1 0.0770
H -0.955 0.769 1.343 0.1 -0.1 -0.1 0.1089
H 1.907 0.474 0.289 -0.1 0.1 0.1 0.0925
H 1.197 1.790 1.216 0.0 -0.1 -0.1 0.1044
H 1.734 2.546 -1.089 -0.1 -0.1 0.0 0.0712
H 0.770 1.223 -1.778 0.0 0.1 0.1 0.0711
H -0.029 2.536 -0.890 0.1 -0.1 0.0 0.0752
H 1.491 -1.730 0.462 -0.1 0.0 -0.1 0.1160